[1]
A 2-piece molecular cluster, C4H8N2O overall at a distorted geometry. Source: the OMol25 dataset; level of theory: ωB97M-V/def2-TZVPD.

Properties
* ΔE to the lowest compared entry with this formula, charge and spin: 28.2 kcal per mole
* net charge: 0

Last column: Löwdin charge in e.
Cartesian coordinates (Å):
1 N 0.2349 1.9947 -0.7673  0.047
2 C 0.7544 1.0616 0.0484  -0.230
3 C -0.9625 1.3523 -1.2463  -0.101
4 C -1.0976 0.0980 -0.7329  -0.351
5 N 0.0203 -0.0490 0.0799  0.061
6 C -2.0028 -1.0236 -0.9494  -0.055
7 H 1.6213 1.2706 0.6751  0.110
8 H -1.6841 1.8457 -1.8974  0.101
9 H 0.3187 -0.8937 0.5739  0.157
10 H -1.5412 -1.8846 -1.4615  0.085
11 H -2.8596 -0.6750 -1.5502  0.088
12 H -2.3751 -1.3573 0.0338  0.083
13 O 3.4948 -0.4972 2.1493  -0.087
14 H 3.2537 -0.0299 2.9811  0.052
15 H 2.8248 -1.2127 2.0635  0.040

=====

[2]
C18H27ClMoN2S as an isolated structure at a distorted geometry. Source: the OMol25 dataset; level of theory: ωB97M-V/def2-TZVPD.

Properties
* spin multiplicity: 3
* <S²>: 2.07
* net charge: -2
* total energy: -1737.96176 Ha

Last column: Löwdin charge in e.
Cartesian coordinates (Å):
1 Mo 0.4369 -0.2055 2.2465  0.264
2 Cl 1.3859 1.4673 0.9153  0.131
3 C -1.4988 -0.8238 2.8564  -0.385
4 C -2.5283 -0.5799 1.9324  -0.188
5 C -3.8044 -1.0630 2.2125  -0.123
6 C -4.0667 -1.7564 3.3915  -0.369
7 C -3.0537 -1.9443 4.3393  -0.105
8 C -1.7671 -1.4602 4.0822  -0.190
9 H -2.3335 -0.0153 1.0117  0.061
10 H -4.6316 -0.9085 1.4983  0.088
11 H -3.2957 -2.4492 5.2756  0.081
12 H -0.9935 -1.5578 4.8384  0.028
13 C -5.4289 -2.3258 3.6283  -0.120
14 H -5.6016 -2.4609 4.7016  0.055
15 H -5.5256 -3.3020 3.1337  0.059
16 H -6.1858 -1.6540 3.2114  0.055
17 C 2.0907 -0.0585 -3.0029  -0.100
18 N 2.0596 -0.2660 -1.6429  -0.045
19 H 1.1097 1.4980 -4.1927  0.083
20 N 0.7743 1.4069 -2.0658  -0.055
21 H 2.7195 -0.6061 -3.6697  0.077
22 C 2.8842 -1.2995 -0.9743  -0.585
23 C 3.5522 -2.1817 -2.0138  -0.090
24 C 3.9464 -0.6112 -0.1328  -0.056
25 H 4.2722 -1.6306 -2.6364  0.071
26 H 4.1136 -2.9729 -1.5112  0.078
27 H 2.8306 -2.6823 -2.6756  0.081
28 H 2.4734 -2.8673 0.4170  0.079
29 H 1.1649 -2.5782 -0.7645  0.080
30 H 3.4809 0.0883 0.5737  0.026
31 C 1.9168 -2.0903 -0.1246  -0.095
32 H 4.6346 -0.0501 -0.7826  0.079
33 H 4.5102 -1.3781 0.4146  0.083
34 H 1.3825 -1.4376 0.6255  -0.022
35 C 1.2947 0.9875 -3.2587  -0.109
36 C 0.7200 3.7512 -1.3131  -0.067
37 H 1.5867 4.0070 -1.9428  0.083
38 H 0.0532 4.6244 -1.2343  0.080
39 C -0.0706 2.6114 -1.9388  -0.590
40 H -1.9344 3.0597 -0.9767  0.083
41 C -0.5280 3.0677 -3.3110  -0.084
42 H -1.0787 2.2913 -3.8611  0.086
43 H 1.0685 3.4752 -0.3131  0.001
44 H -0.9054 1.8957 -0.0900  0.027
45 H 0.3057 3.4190 -3.9366  0.073
46 H -1.2109 3.9160 -3.2047  0.078
47 C -1.2505 2.2009 -1.0821  -0.065
48 H -1.7859 1.3686 -1.5615  0.089
49 C 1.1783 0.5788 -1.0700  -0.360
50 S 1.5336 -0.4980 3.9784  -0.358